No. 1
{
  "formula": "C10H19N4",
  "method": "ωB97M-V/def2-TZVPD",
  "elements": ["C", "C", "C", "C", "C", "C", "C", "C", "C", "C", "N", "N", "N", "N", "H", "H", "H", "H", "H", "H", "H", "H", "H", "H", "H", "H", "H", "H", "H", "H", "H", "H", "H"],
  "xyz": [[-1.6176, 2.2388, 0.8588], [-1.5064, 0.8898, 0.5679], [1.3400, 1.8536, -1.4403], [1.6311, 1.0013, -0.2649], [0.6760, 0.9016, -2.4862], [0.5549, -0.1421, -0.2202], [2.0801, -2.1335, 0.0392], [1.0094, -0.9904, 2.0161], [-3.1901, -0.9881, 0.7010], [0.7670, -1.3621, 0.5469], [-2.8906, 2.3338, 1.2847], [-3.5181, 1.2397, 1.1197], [-2.7146, 0.3278, 0.7718], [0.1413, -0.3008, -1.7447], [-0.9737, 3.0533, 1.1631], [0.5577, 2.5489, -1.1461], [2.2227, 2.3348, -1.7059], [2.6021, 0.5160, -0.2042], [1.6725, 1.5276, 0.6582], [-0.0732, 1.3606, -2.9238], [1.2891, 0.6491, -3.3011], [2.4083, -3.0673, 0.4832], [2.8935, -1.4971, 0.1765], [1.8554, -2.2582, -0.9617], [1.5953, -1.7488, 2.4700], [0.0721, -0.7337, 2.4978], [1.6695, -0.1530, 2.1917], [-3.9591, -0.9949, 0.0443], [-2.3849, -1.6026, 0.4190], [-3.4465, -1.3375, 1.7381], [-0.2274, -1.9172, 0.5297], [-0.9584, -0.3144, -1.7622], [0.4225, -1.2351, -2.1165]],
  "homo_ev": -12.6,
  "charge": 1,
  "de_lowest_kcal_mol": 132.8,
  "homo_lumo_gap_ev": 8.11
}

---

No. 2
{
  "formula": "C10H19NOS",
  "method": "ωB97M-V/def2-TZVPD",
  "elements": ["C", "C", "C", "C", "C", "C", "C", "C", "C", "C", "N", "O", "S", "H", "H", "H", "H", "H", "H", "H", "H", "H", "H", "H", "H", "H", "H", "H", "H", "H", "H", "H"],
  "xyz": [[-2.3497, 0.9531, 0.7804], [-0.0821, 3.4299, 1.5419], [-0.8010, -2.1080, -0.3320], [-1.1947, -1.6585, -1.7102], [0.1830, -1.7895, -1.1219], [0.2277, 4.2850, 2.7128], [-1.6909, -2.6479, -2.7436], [2.3355, -1.0347, 0.8967], [1.5949, -1.5829, -1.4549], [2.5411, -1.9447, -0.3082], [-0.2945, 2.1967, 1.6481], [-0.7596, 2.2580, -0.8981], [-0.6304, 1.3071, 0.2049], [-2.9044, 1.8841, 0.7901], [-2.2824, 0.5236, 1.7723], [-0.1258, 3.9284, 0.5636], [-2.8019, 0.2530, 0.0877], [-1.1600, -2.4568, 0.6046], [-1.6058, -0.6582, -1.8427], [0.3362, 3.6794, 3.6074], [-0.5740, 5.0090, 2.8604], [1.1446, 4.8377, 2.5250], [-2.7662, -2.8053, -2.6483], [-1.1903, -3.6080, -2.6204], [-1.4932, -2.2790, -3.7501], [3.0087, -1.3124, 1.7038], [1.3106, -1.1082, 1.2521], [2.5242, 0.0036, 0.6298], [1.8321, -2.1806, -2.3432], [1.7269, -0.5300, -1.7307], [2.3696, -2.9831, -0.0165], [3.5719, -1.8610, -0.6609]],
  "homo_ev": -8.8,
  "de_lowest_kcal_mol": 90.1,
  "homo_lumo_gap_ev": 9.75
}